1.
{
  "formula": "C41H51N5OP",
  "method": "ωB97M-V/def2-TZVPD",
  "homo_ev": -8.789,
  "total_charge": 1,
  "energy_ev": -62123.8851,
  "mol_weight_da": 660.9,
  "symbols": ["C", "H", "C", "O", "C", "H", "C", "H", "H", "H", "C", "H", "H", "C", "H", "H", "H", "H", "H", "H", "C", "C", "C", "H", "H", "C", "H", "H", "C", "C", "C", "C", "C", "H", "H", "C", "C", "H", "C", "H", "H", "N", "C", "H", "N", "C", "H", "C", "C", "C", "H", "C", "H", "H", "C", "H", "H", "N", "C", "H", "N", "H", "C", "H", "C", "H", "H", "C", "H", "P", "H", "C", "H", "H", "C", "H", "H", "H", "H", "C", "C", "H", "C", "C", "C", "C", "C", "H", "H", "N", "C", "H", "H", "C", "H", "H", "H", "H", "C"],
  "positions_angstrom": [[2.10964, 0.80411, 0.39326], [2.10330, -0.16143, -0.09302], [-0.60335, -3.36732, 0.36842], [0.82014, -3.17641, 2.16724], [2.50801, -6.16161, -0.86324], [-1.06083, 0.00114, -6.16701], [-4.16110, -2.88663, 1.16883], [0.12388, -4.88064, -2.28829], [-2.30021, 0.13774, -4.28316], [2.05692, 4.25365, 2.08213], [2.07388, 3.28093, 1.62567], [4.03130, 3.83633, 3.49538], [-0.13090, 1.02126, -7.26742], [-0.75914, 1.61937, -4.19065], [4.25232, -2.29142, 2.68103], [4.09977, -2.51065, 0.93865], [-1.38816, 3.58646, -6.81878], [-5.42692, 5.04750, 3.89220], [5.71772, 4.13029, 3.05577], [4.44956, 5.25640, 2.51718], [0.15809, 2.25519, -3.35386], [5.53361, 3.55556, 0.47655], [-4.05074, 6.24649, 1.81155], [-0.72387, -5.59928, -0.89455], [0.24438, -6.61008, -1.95417], [-2.89796, 3.86778, 0.40574], [-1.61123, -2.72961, 2.08734], [-1.90049, 1.18472, -7.18252], [0.26253, 1.89674, -2.03035], [-0.55981, 0.91535, -1.51164], [-3.11909, -2.58369, -0.98002], [-4.35537, -2.57544, -1.57745], [-2.98660, -2.74374, 0.40794], [-3.13333, 4.70458, -0.22768], [5.23378, 3.03980, -0.43318], [-0.99708, 0.99426, -6.60631], [4.68714, 4.21073, 2.71074], [-2.23682, -2.49073, -1.58575], [0.91070, 1.39737, 0.73463], [-0.04566, 3.09718, 1.60004], [6.47300, 3.13347, 0.82800], [4.50731, 3.41459, 1.50460], [-2.31775, 1.69324, 2.01872], [2.62080, -6.89922, -1.63912], [1.37551, -5.39785, -0.66479], [-2.08137, 2.86287, -0.05509], [-1.66319, 2.92911, -1.04435], [-5.39374, -2.91254, 0.55779], [3.29726, 1.45859, 0.64986], [2.88139, -4.65528, 3.38274], [2.65535, -2.33908, 1.93665], [0.89296, 2.63046, 1.35243], [-6.37373, 4.89611, 2.39242], [5.57420, -4.62049, 1.21947], [-5.48685, 4.55254, 2.92491], [5.04331, -5.90371, 2.31691], [0.79711, 3.02291, -3.75416], [2.85638, -4.87813, 0.91688], [-0.70412, 3.38151, -5.99516], [-2.14988, -0.44358, -1.88358], [-4.29260, 4.84374, 2.14583], [4.36396, -6.32809, 0.23699], [3.59926, -4.27964, 2.08431], [0.96664, 2.40178, -1.38992], [-1.78601, 1.77999, 0.75050], [-2.05754, 0.85619, 2.65002], [-0.94659, 4.05919, -5.17801], [-1.69667, -2.88368, 1.02479], [5.68083, 4.60898, 0.23935], [-0.59050, 0.52045, 0.24869], [-4.28900, 6.87667, 2.66830], [5.03507, -4.82637, 2.14453], [-3.00041, 6.39417, 1.56451], [-4.07911, -3.05598, 2.22788], [3.40758, -5.85505, 0.10164], [0.31617, 3.57708, -6.32466], [1.89524, -4.19923, 3.41460], [-6.27957, -3.10182, 1.14463], [-5.57501, 3.47932, 3.08037], [-1.57107, 0.61499, -3.65429], [0.62103, -3.66942, 1.04469], [-4.66022, 6.55674, 0.96289], [-3.15267, 2.69264, 2.48317], [-5.49660, -2.75666, -0.81343], [1.58573, -4.58862, 0.44419], [0.18431, -5.62428, -1.49347], [-1.48066, 0.28294, -2.31639], [-3.54587, 2.64893, 3.48185], [-6.46314, -2.80015, -1.29014], [-0.85547, 1.99466, -5.55716], [3.65643, -2.76204, 1.90100], [-0.67473, -3.59094, -0.67691], [4.23913, 1.00494, 0.39628], [3.29575, 2.71333, 1.26451], [-4.43616, -2.46203, -2.64502], [2.76309, -5.73525, 3.45793], [3.43833, -4.32168, 4.25705], [5.59549, -4.36540, 2.95801], [-3.44636, 3.80183, 1.68452]],
  "mulliken_charge": [-0.042, 0.576, -0.587, -0.832, -0.946, 0.373, -0.668, 0.327, 0.590, 0.525, -0.811, 0.387, 0.326, -0.102, 0.501, 0.419, 0.352, 0.344, 0.350, 0.354, -0.534, -1.073, -1.156, 0.418, 0.382, -0.771, 0.490, 0.329, -0.082, -0.462, -0.360, -0.508, 0.831, 0.525, 0.352, -1.121, -1.203, 0.332, -0.540, 0.227, 0.305, 0.138, -0.343, 0.429, 0.072, 0.024, 0.262, -0.668, -0.762, -1.595, 0.408, -0.103, 0.332, 0.492, -1.147, 0.507, 0.518, 0.457, -1.156, 0.576, 0.109, 0.482, 1.728, 0.340, -0.427, 0.468, 0.369, -0.282, 0.328, 0.943, 0.350, -2.158, 0.381, 0.462, -0.149, 0.336, 0.310, 0.418, 0.379, -0.732, 1.169, 0.328, -0.690, -0.419, -0.232, -0.957, -0.227, 0.509, 0.413, 0.113, -1.808, 0.546, 0.568, -0.033, 0.413, 0.410, 0.450, 0.409, 0.123]
}



2.
{
  "formula": "C7H12Cl3FGaO3",
  "method": "ωB97M-V/def2-TZVPD",
  "relative_energy_kj_mol": 0.00,
  "homo_ev": -5.170,
  "total_charge": -1,
  "energy_ev": -106257.7937,
  "mol_weight_da": 339.2,
  "symbols": ["H", "F", "H", "H", "Ga", "H", "C", "H", "O", "H", "C", "C", "O", "H", "C", "O", "C", "H", "H", "H", "Cl", "H", "C", "H", "Cl", "Cl", "C"],
  "positions_angstrom": [[1.24102, 1.50942, 2.90745], [-4.67977, -1.57612, -1.39356], [0.91627, 1.14387, -2.42264], [0.41683, -0.48613, -1.95389], [-1.68949, 0.99115, -1.67816], [-2.19164, -0.54627, 0.34245], [0.96581, 0.72022, -0.35668], [-1.96796, 2.36051, -0.88121], [2.39063, 0.92600, -0.36567], [-4.47913, 0.41586, -1.16463], [0.34996, 0.57665, -1.68226], [2.61858, -1.51091, -0.42321], [0.44111, 0.73107, 0.72713], [-2.18583, 1.04724, -3.20600], [1.46259, 0.86171, 3.74635], [4.37694, 0.05283, -0.82091], [-4.09611, -0.48979, -0.68218], [3.22574, -2.18412, -1.03129], [-2.27079, -1.49980, -1.16182], [1.57273, -1.59332, -0.71337], [2.81471, -0.17233, 3.28830], [-4.50552, -0.54778, 0.33268], [3.20243, -0.12755, -0.57444], [2.72303, -1.80757, 0.62185], [1.89573, 1.86591, 5.14060], [0.02928, -0.09631, 4.08647], [-2.57714, -0.56445, -0.68139]],
  "mulliken_charge": [0.157, -0.355, 0.405, 0.208, 0.416, 0.312, 0.292, -0.308, -0.338, 0.122, -0.691, -0.679, -0.399, -0.372, 0.297, -0.605, -0.171, 0.271, 0.380, 0.264, -0.152, 0.162, 0.645, 0.180, -0.167, -0.143, -0.731]
}



3.
{
  "formula": "C29H52BN3O11",
  "method": "ωB97M-V/def2-TZVPD",
  "homo_ev": -7.822,
  "energy_ev": -58585.1970,
  "mol_weight_da": 629.6,
  "symbols": ["H", "N", "H", "H", "H", "C", "H", "C", "O", "O", "H", "H", "H", "H", "H", "C", "C", "H", "C", "H", "H", "C", "C", "C", "O", "C", "C", "O", "H", "O", "C", "H", "H", "H", "C", "O", "C", "H", "H", "H", "H", "C", "H", "H", "H", "C", "H", "H", "H", "H", "H", "C", "H", "C", "H", "C", "B", "H", "C", "O", "C", "C", "H", "H", "H", "H", "O", "H", "H", "C", "H", "C", "C", "N", "H", "H", "C", "C", "H", "O", "H", "H", "H", "H", "H", "H", "H", "C", "N", "O", "H", "H", "H", "C", "C", "O"],
  "positions_angstrom": [[7.32623, 19.82407, 9.16654], [-3.95341, 28.26745, 3.12931], [13.15321, 22.79954, -3.24680], [18.22248, 27.55292, -7.16451], [15.97913, 25.59078, -4.88910], [15.48293, 18.35510, 7.77823], [-0.75852, 27.24769, 3.13912], [8.83760, 18.24872, 4.16829], [5.69679, 22.88871, 4.17970], [7.66192, 23.09833, 1.81389], [13.89300, 23.45647, -1.12860], [15.20817, 22.38546, -1.75070], [12.81916, 27.08978, -5.80818], [10.31104, 25.88554, -4.47909], [14.58382, 18.76240, 8.24064], [11.16325, 12.21921, 11.74080], [15.57425, 18.76869, 6.36036], [10.85723, 11.04165, 8.74298], [10.70538, 10.19548, 10.82802], [5.32012, 18.19771, 9.43446], [10.11490, 24.24644, -6.27553], [-1.81296, 27.47645, 3.18634], [14.69666, 23.34221, -1.85604], [12.38012, 26.44533, -5.04659], [7.02832, 19.08544, 2.94227], [11.02105, 24.85013, -6.22513], [6.57453, 22.08200, 3.88749], [7.37516, 16.77789, 2.88799], [10.83129, 11.25286, 1.20425], [8.31020, 21.12258, 2.59421], [15.44015, 26.04171, -5.72232], [10.02215, 9.26623, -0.89434], [15.00656, 26.97908, -5.37385], [-2.68353, 28.84196, 1.60643], [-2.51494, 27.05614, 4.33042], [7.75333, 19.59824, 9.99612], [9.69270, 9.80388, -0.00524], [15.02093, 18.14022, 5.66252], [11.38061, 10.83645, -0.47687], [10.32283, 26.87656, -5.83850], [11.62838, 9.68449, 0.92955], [7.62300, 17.91397, 3.27518], [15.23009, 17.29506, 7.75610], [12.81735, 25.18176, -2.87039], [15.90587, 27.05260, -7.58094], [11.01118, 10.46081, 0.47735], [12.61143, 23.30861, -6.03439], [-2.08136, 26.39604, 5.06709], [13.65167, 25.21779, -6.92966], [6.85203, 17.40917, 9.94953], [17.87687, 27.06609, -5.46727], [6.02114, 18.04509, 10.25505], [12.53072, 26.99810, -4.11930], [13.65242, 24.92428, -3.52190], [14.43944, 25.66678, -3.39004], [14.29187, 25.10757, -6.05438], [7.72474, 20.16690, 3.62139], [16.61198, 18.66269, 6.04418], [6.74421, 19.27380, 10.88964], [6.73622, 20.94196, 4.42312], [7.59407, 22.21444, 2.66312], [14.03287, 23.44306, -3.23305], [6.10363, 20.13280, 11.08937], [14.70694, 23.07573, -4.00687], [-4.69141, 27.33155, 4.91450], [16.44634, 18.24925, 9.42765], [9.73333, 17.50978, 4.49074], [9.06561, 9.23926, 0.68472], [10.58523, 9.12582, 10.73963], [10.91342, 10.87631, 12.02839], [11.42513, 25.01718, -7.22358], [10.90821, 26.08624, -5.36859], [-2.76135, 28.20025, 2.47162], [13.18085, 25.11431, -4.94989], [15.15420, 19.77034, 6.26902], [15.46428, 24.08890, -1.65275], [12.09587, 24.04726, -5.42065], [10.79069, 11.09505, 9.81960], [14.65145, 24.08004, -5.99976], [8.72246, 19.50322, 4.46670], [18.54645, 26.04627, -6.69609], [11.63540, 23.51237, -4.59000], [5.49033, 17.47151, 11.01488], [8.49091, 11.26682, 0.21112], [7.28515, 19.15546, 11.82851], [16.50713, 25.33399, -7.46709], [11.28777, 13.00957, 12.46622], [-3.82969, 27.56760, 4.30777], [11.01707, 12.28781, 10.38462], [16.63830, 18.67034, 8.58656], [10.93221, 10.42914, 13.01129], [-4.73321, 28.86836, 2.90367], [11.17189, 13.12719, 9.84464], [16.38552, 26.29305, -6.96359], [17.77615, 26.79678, -6.51867], [8.92328, 10.88387, -0.55569]],
  "mulliken_charge": [0.304, -0.009, 0.320, 0.349, 0.486, -0.226, 0.367, 0.644, -0.641, -0.653, 0.361, 0.378, 0.413, 0.338, 0.276, -0.534, -0.942, 0.354, -0.471, 0.326, 0.395, -0.329, -1.367, -0.689, -0.485, -0.578, 0.584, -0.604, 0.289, -0.421, -0.806, 0.209, 0.427, 0.353, -0.217, -0.519, -0.363, 0.319, 0.241, 0.386, 0.289, 0.551, 0.267, 0.516, 0.370, -0.786, 0.270, 0.363, 0.449, 0.294, 0.335, -0.977, 0.426, -1.061, 0.454, -1.092, 0.922, 0.297, -0.240, -0.419, 0.629, -0.169, 0.235, 0.322, 0.343, 0.299, -0.623, 0.328, 0.365, -0.267, 0.296, -0.649, -0.553, 0.498, 0.231, 0.335, -0.639, -0.350, 0.521, -0.485, 0.311, 0.433, 0.318, 0.301, 0.259, 0.368, 0.344, -0.537, -0.013, -0.520, 0.374, 0.219, 0.198, -0.486, -1.221, -0.509]
}



4.
{
  "formula": "CH5BO",
  "method": "ωB97M-V/def2-TZVPD",
  "relative_energy_kj_mol": 476.29,
  "homo_ev": -9.333,
  "energy_ev": -3838.0988,
  "mol_weight_da": 43.9,
  "symbols": ["H", "H", "O", "H", "H", "H", "C", "B"],
  "positions_angstrom": [[-0.81559, 1.64421, 1.15379], [-2.64697, -0.09777, 0.20819], [-2.19906, -0.76278, -0.25453], [1.66697, 0.95857, -0.29350], [0.63593, -0.25281, -1.28455], [1.14840, -0.52553, 0.35862], [0.84676, 0.24082, -0.28705], [-0.44826, 0.77050, 0.41962]],
  "mulliken_charge": [0.028, 0.221, -0.732, 0.315, 0.274, 0.275, -0.692, 0.310]
}